Run A
18
Properties=species:S:1:pos:R:3 method="wB97M-V/def2-TZVPD" homo_lumo_gap_ev=8.30 multiplicity=1
C -0.2204 2.6027 0.1100
N 0.8793 1.5859 -0.3756
C 0.7269 0.2530 -0.0783
C -0.4480 -0.3296 0.2714
C -0.8303 -1.7457 0.0400
C -1.8805 -2.2384 0.6674
C 1.8792 -0.6462 -0.4959
H -1.0625 2.0358 0.5016
H 0.0765 3.0996 1.0301
H -0.6886 3.1301 -0.7036
H 1.1993 1.8772 -1.2694
H -1.0324 0.1565 1.0283
H -0.3140 -2.3368 -0.8114
H -2.3158 -3.1712 0.3183
H -2.3633 -1.7586 1.5666
H 2.7624 -0.1933 -0.1467
H 1.9747 -0.6861 -1.6163
H 1.6576 -1.6349 -0.0365

=====

Run B
18
Properties=species:S:1:pos:R:3 method="wB97M-V/def2-TZVPD" homo_lumo_gap_ev=12.26 multiplicity=1
C -0.1926 1.8030 0.7754
C 0.2883 0.3679 0.5462
C -0.4859 -0.6299 1.4288
C 0.2260 -0.0067 -0.9558
C 1.0025 -1.2905 -1.2822
C -1.1695 -0.1301 -1.4143
N -2.2643 -0.2462 -1.7706
H 0.4154 2.5287 0.2217
H -0.1445 2.0638 1.8381
H -1.2362 1.9151 0.4547
H 1.3556 0.3135 0.8021
H -1.4488 -0.2094 1.7402
H 0.0739 -0.8893 2.3332
H -0.6985 -1.5664 0.9019
H 0.6693 0.8152 -1.5342
H 0.9205 -1.5459 -2.3427
H 2.0614 -1.1525 -1.0384
H 0.6274 -2.1402 -0.7042

=====

Run C
18
Properties=species:S:1:pos:R:3 method="wB97M-V/def2-TZVPD" homo_lumo_gap_ev=8.98 multiplicity=1
C -2.1678 1.6569 2.0828
C -1.3928 0.8732 1.0521
C -0.1073 0.6020 1.2767
N 0.7498 -0.2114 0.5595
C 0.2668 -0.6388 -0.7610
C 1.5410 -1.2891 -2.8267
C 1.3840 -1.3031 -1.5229
H -3.2429 1.6045 1.8762
H -1.9896 1.3013 3.0888
H -2.0315 2.7393 1.9788
H -1.8719 0.7143 0.0949
H 0.4035 1.1000 2.1024
H 1.7310 -0.0005 0.4659
H -0.1257 0.2128 -1.3285
H -0.5296 -1.3713 -0.6199
H 0.9884 -0.6914 -3.5450
H 2.1973 -1.9801 -3.3183
H 1.9907 -1.9084 -0.8502

=====

Run D
18
Properties=species:S:1:pos:R:3 method="wB97M-V/def2-TZVPD" homo_lumo_gap_ev=6.99 multiplicity=1
C 1.5289 -0.2059 1.2172
N -0.7688 2.0256 -0.2710
C -0.7219 0.6566 0.1986
C 0.3200 -0.2146 0.2822
C 0.3775 -1.1329 -0.8473
C 1.4571 -1.4834 -1.5700
C -2.0997 0.1433 0.7071
H 1.8772 0.8215 1.1598
H 1.1170 -0.5549 2.1755
H 2.3859 -1.0884 1.1614
H 0.1954 2.4627 -0.2918
H -1.4760 2.6454 -0.0344
H -0.7204 -1.6170 -0.8767
H 1.3453 -1.4852 -2.6509
H 2.3748 -1.8100 -1.1634
H -1.9831 0.0032 1.7611
H -2.8252 0.7828 0.3715
H -2.0806 -0.9185 0.3578

=====

Referenced to the most stable arrangement, the calculated values in kcal/mol are run A 60.7; run B 0.0; run C 39.0; run D 135.5.

=====

Run A
18
Properties=species:S:1:pos:R:3 method="wB97M-V/def2-TZVPD" homo_lumo_gap_ev=8.77 multiplicity=1
C 1.9263 -0.7446 0.9611
C 0.5820 -0.0009 1.2563
N -0.8594 -1.2233 -2.0903
C -0.3467 -1.1812 -0.7837
C -0.3691 -0.1350 0.0849
C -1.2005 1.0074 -0.2794
C -1.3094 2.1983 0.3664
H 2.1807 -0.5120 -0.0651
H 1.7161 -1.8116 1.0766
H 2.6524 -0.5889 1.7601
H 0.8919 1.0478 1.3067
H 0.0681 -0.2529 2.1834
H -0.1245 -1.2781 -2.7902
H -1.4543 -0.4769 -2.3868
H 0.3033 -2.0250 -0.6156
H -1.9990 0.7393 -0.9635
H -2.0850 2.7706 -0.1237
H -0.5729 2.4670 1.1029

=====

Run B
18
Properties=species:S:1:pos:R:3 method="wB97M-V/def2-TZVPD" homo_lumo_gap_ev=8.88 multiplicity=1
C 0.3057 0.2874 0.2088
C 0.4659 1.3862 -0.8216
C 2.1509 -0.2378 0.6624
C -0.0535 -0.9949 -0.1997
C -1.9144 -0.3557 -0.3419
C -2.6874 0.0489 0.6522
N 0.1470 -2.1013 -0.6712
H -0.0483 0.5716 1.1926
H 1.0885 -2.4814 -0.6223
H -2.3331 -0.6942 -1.2866
H 1.2355 2.0834 -0.4932
H 0.7660 0.9797 -1.7860
H -0.4761 1.9189 -0.9395
H 2.7183 -0.4257 -0.2474
H 2.1705 -1.0859 1.3447
H 2.5177 0.6569 1.1599
H -3.7729 0.0407 0.5935
H -2.2802 0.4033 1.5953

=====

Referenced to the most stable arrangement, the calculated values in kcal/mol are run A 0.0; run B 74.2.

=====

Run A
18
Properties=species:S:1:pos:R:3 method="wB97M-V/def2-TZVPD" homo_lumo_gap_ev=8.60 multiplicity=1
C -1.4445 1.4271 -0.6332
N -0.5232 -0.7400 -2.7601
C -0.7334 -0.9708 -1.3746
C -0.9235 0.0075 -0.4745
C -0.3000 -0.1533 0.8780
C 1.0132 -0.3673 1.0313
C 1.7671 -0.3141 2.3298
H -1.6841 1.7169 -1.6553
H -0.8456 2.1572 -0.1063
H -2.3876 1.3505 -0.0808
H -0.0885 -1.5084 -3.2304
H -0.0342 0.1337 -2.8601
H -0.5252 -1.9809 -1.0412
H -0.8095 0.4508 1.6353
H 1.6312 -0.3596 0.1461
H 2.8272 -0.0472 2.3446
H 1.7244 -1.2625 2.8789
H 1.3362 0.4604 2.9725

=====

Run B
18
Properties=species:S:1:pos:R:3 method="wB97M-V/def2-TZVPD" homo_lumo_gap_ev=10.96 multiplicity=1
C 2.1761 0.0935 -0.3601
C 0.9021 -0.5602 0.1544
C -0.3567 0.2526 -0.0095
C -1.5062 -0.2265 0.8585
C -0.5084 1.3131 -0.7978
C -1.2422 0.2729 2.2135
N -0.9279 0.7165 3.2347
H 2.1055 0.3250 -1.4279
H 3.0311 -0.5740 -0.2186
H 2.3754 1.0244 0.1806
H 1.0202 -0.8062 1.2188
H 0.7386 -1.5242 -0.3530
H -1.5594 -1.3230 0.8835
H -2.4734 0.1450 0.5060
H -1.4251 -1.6805 -1.8570
H -1.4687 1.8170 -0.8793
H 0.3081 1.7163 -1.3888
H -1.1892 -0.9817 -1.9578

=====

Run C
18
Properties=species:S:1:pos:R:3 method="wB97M-V/def2-TZVPD" homo_lumo_gap_ev=9.35 multiplicity=1
C -1.1458 1.0444 -0.9773
C -0.8100 -0.0970 -0.0905
C -0.7273 -1.3953 -0.8948
C 0.5236 0.4835 0.4783
C 0.8673 0.1377 1.9056
C 1.6109 0.1173 -0.4648
N 2.6660 -0.3396 -0.6338
H 0.5095 0.8317 -1.6055
H -1.5973 1.8819 -0.3857
H -1.6273 0.9425 -1.9313
H -1.4447 -0.2351 0.7985
H -1.7162 -1.8640 -0.9646
H -0.0155 -2.1124 -0.4776
H -0.4029 -1.1593 -1.9170
H 0.4801 1.5781 0.3818
H 1.8214 0.5887 2.1889
H 0.0769 0.5385 2.5489
H 0.9312 -0.9415 2.0409

=====

Run D
18
Properties=species:S:1:pos:R:3 method="wB97M-V/def2-TZVPD" homo_lumo_gap_ev=9.70 multiplicity=1
C 0.1723 -2.7749 -0.8450
C 0.4963 -1.2879 -0.8176
C 0.2434 -0.7492 0.5620
C 0.4313 2.1646 0.2798
C -1.0350 2.1225 0.7047
C -0.8421 -0.0823 0.8571
N -1.6849 0.7948 1.0216
H 0.3670 -3.2205 -1.8228
H -0.8828 -2.9161 -0.5888
H 0.7690 -3.2969 -0.0890
H 1.5447 -1.1078 -1.0873
H -0.1106 -0.7456 -1.5553
H 0.9457 -0.9445 1.3647
H 1.1529 1.8289 1.0353
H 0.6657 1.6744 -0.6746
H -1.1422 2.7338 1.6069
H 0.5412 3.2425 0.1491
H -1.6318 2.5642 -0.1007

=====

Referenced to the most stable arrangement, the calculated values in kcal/mol are run A 5.8; run B 0.0; run C 55.1; run D 1.7.

=====

Run A
18
Properties=species:S:1:pos:R:3 method="wB97M-V/def2-TZVPD" homo_lumo_gap_ev=9.54 multiplicity=1
C 3.4577 0.4186 0.2025
N 2.3708 -0.0949 1.0302
C 1.1175 0.2106 0.4405
C 0.1691 -0.6836 0.1446
C -1.1094 -0.2602 -0.4936
C -2.2657 -0.1112 0.1521
C -3.5354 0.1351 -0.5709
H 3.5013 1.5089 0.1417
H 3.3654 0.0768 -0.8323
H 4.4274 0.1107 0.5977
H 2.4801 -1.0974 0.9607
H 0.9139 1.2642 0.3412
H 0.3594 -1.6905 0.4930
H -1.0431 -0.0542 -1.5538
H -2.3563 -0.3689 1.1979
H -4.1312 0.9718 -0.1772
H -3.4497 0.3354 -1.6297
H -4.2717 -0.6708 -0.4446

=====

Run B
18
Properties=species:S:1:pos:R:3 method="wB97M-V/def2-TZVPD" homo_lumo_gap_ev="8.07 / 8.39" multiplicity=1
C -1.5264 1.7328 -0.3377
C 0.4326 0.9621 0.3432
C -0.2397 -0.1763 -0.5372
C 1.0532 0.3847 1.6623
C 0.5079 -0.6996 -1.7785
C -1.0099 -1.2254 0.1663
N -0.5873 1.9810 0.4392
H -2.3988 2.1993 -0.6014
H 1.3781 1.3662 -0.1139
H 0.3571 -0.0950 2.3153
H 1.5926 1.1243 2.1987
H 1.5798 -0.4357 1.3448
H 1.5044 -0.5293 -1.4500
H 0.3550 -0.2210 -2.6535
H 0.5112 -1.7068 -1.9070
H -1.6166 -1.6747 -0.5566
H -1.5792 -0.9301 1.0239
H -0.3140 -2.0566 0.4420

=====

Referenced to the most stable arrangement, the calculated values in kcal/mol are run A 0.0; run B 72.8.

=====

Run A
18
Properties=species:S:1:pos:R:3 method="wB97M-V/def2-TZVPD" homo_lumo_gap_ev=10.91 multiplicity=1
C 1.2599 -0.3867 1.1624
C 0.5156 0.7841 0.5845
C 0.9769 1.5365 -0.6394
C -0.0747 -0.5927 0.4974
C -1.3542 -0.9181 1.2491
C -0.9796 -0.5820 -2.6843
N -2.1127 -0.7068 -2.5105
H 0.0758 -0.4608 -2.8189
H 1.3312 -0.4714 2.2439
H 2.1369 -0.7466 0.6282
H 0.0336 1.4158 1.3303
H 1.6302 2.3743 -0.3725
H 0.1188 1.9427 -1.1890
H 1.5419 0.8878 -1.3204
H 0.0005 -1.0749 -0.4736
H -1.9644 -1.6307 0.6889
H -1.1679 -1.3482 2.2370
H -1.9676 -0.0223 1.3869

=====

Run B
18
Properties=species:S:1:pos:R:3 method="wB97M-V/def2-TZVPD" homo_lumo_gap_ev=9.03 multiplicity=1
C -0.9800 -0.2147 0.4665
C -0.6376 1.2896 -0.0316
C 0.9232 1.3222 -0.1874
C 1.2628 -0.0369 0.2544
C 1.4566 -1.4091 -0.0636
C 0.0681 -0.9761 -0.2150
H -2.3463 -1.5834 0.0715
H -2.8940 -0.1327 0.0269
H -1.0047 -0.5076 1.4657
H -0.9509 1.5468 -1.0474
H -1.0472 2.1941 0.6858
H 1.6206 1.4421 -1.1641
H 1.4046 2.1025 0.2729
H 1.3958 0.0520 1.3358
H 2.1947 -1.9278 0.7321
H 1.7183 -1.5748 -1.0889
H -0.0872 -0.8938 -1.2668
N -2.0968 -0.6925 -0.2469

=====

Referenced to the most stable arrangement, the calculated values in kcal/mol are run A 0.0; run B 93.7.

=====

Run A
12
Properties=species:S:1:pos:R:3 method="wB97M-V/def2-TZVPD" homo_lumo_gap_ev=10.18 multiplicity=1
C 1.6406 -0.1260 -0.0656
C 0.1442 -0.3295 -0.2850
C -1.0938 -0.2515 -0.3962
C -2.5431 -0.1831 -0.2886
H 1.4242 1.7037 0.9939
H 3.0440 1.4404 0.5604
H 1.9035 -1.9330 -0.2308
H -3.0235 -0.7208 -1.2417
N 2.0519 1.1905 0.2741
N 2.4410 -1.1342 0.0626
F -3.2175 -0.8232 0.7635
F -2.7715 1.1666 -0.1467

=====

Run B
12
Properties=species:S:1:pos:R:3 method="wB97M-V/def2-TZVPD" homo_lumo_gap_ev=9.75 multiplicity=1
C 0.0692 0.1436 -0.2514
C 0.6324 0.0738 -1.5781
C 1.2061 -0.0616 -2.6231
C 0.3039 -1.0162 0.7680
H -1.5899 0.5172 1.5892
H -1.5690 2.1542 1.3443
H 1.6157 -0.1585 -3.5971
H 0.8338 -0.7028 1.6772
N -0.9986 1.3116 1.3230
N -0.4613 1.2350 0.0754
F 0.9209 -2.0393 0.1585
F -0.9631 -1.4571 1.1141

=====

Referenced to the most stable arrangement, the calculated values in kcal/mol are run A 0.0; run B 2.0.

=====

Run A
50
Properties=species:S:1:pos:R:3 method="wB97M-V/def2-TZVPD" homo_lumo_gap_ev=8.39 multiplicity=1
C 5.2857 -1.7955 1.4412
C 4.0020 -1.1054 1.2985
C 2.9533 -0.5396 1.1650
C 1.6696 0.1553 1.0144
C 0.6574 -0.5936 0.1361
N 0.6269 -0.1495 -1.2486
C 1.6586 0.1952 -2.0536
O 2.8351 0.2300 -1.7099
C 1.2541 0.5551 -3.4153
N -0.0273 0.5619 -3.8458
C -0.0277 0.9313 -5.1001
N 1.2462 1.1793 -5.5353
C 1.7047 1.5834 -6.7577
C 3.0424 1.7622 -6.9351
C 3.9384 1.5326 -5.8693
C 3.4824 1.1279 -4.6435
C 2.1024 0.9420 -4.4564
C -0.7315 -0.4674 0.7748
O -0.9774 -1.1040 1.7843
N -1.6225 0.3706 0.2101
C -2.9817 0.5275 0.6939
C -3.8439 -0.6518 0.2907
O -4.0308 -0.6418 -1.1186
C -3.5245 1.8685 0.2095
C -4.9299 2.1810 0.7090
C -5.3901 3.5716 0.2848
H 5.1555 -2.8638 1.2717
H 5.9979 -1.4089 0.7126
H 5.6869 -1.6442 2.4429
H 1.2712 0.2757 2.0242
H 1.8460 1.1589 0.6240
H 0.8644 -1.6642 0.1660
H -0.2615 -0.2341 -1.7235
H -0.8902 1.0368 -5.7364
H 0.9650 1.7407 -7.5277
H 3.4160 2.0812 -7.8964
H 4.9989 1.6775 -6.0203
H 4.1532 0.9480 -3.8174
H -1.3496 0.9244 -0.5856
H -2.9495 0.5403 1.7859
H -3.3533 -1.5778 0.6059
H -4.8040 -0.6110 0.8174
H -4.4117 -1.4819 -1.3814
H -2.8433 2.6581 0.5414
H -3.5150 1.8917 -0.8855
H -5.6333 1.4393 0.3235
H -4.9605 2.1032 1.7997
H -6.4000 3.7747 0.6418
H -4.7337 4.3461 0.6860
H -5.3967 3.6690 -0.8023

=====

Run B
50
Properties=species:S:1:pos:R:3 method="wB97M-V/def2-TZVPD" homo_lumo_gap_ev=8.55 multiplicity=1
C -2.9151 -3.1005 2.6905
C -1.8330 -2.3630 2.0430
C -0.9442 -1.7577 1.5119
C 0.1250 -1.0173 0.8421
C -0.4324 0.1837 0.0670
N -1.3428 -0.2360 -0.9835
C -0.9113 -0.5075 -2.2299
O 0.2826 -0.6379 -2.5045
C -1.9622 -0.6553 -3.2406
N -3.2919 -0.5242 -2.9576
C -3.9310 -0.7028 -4.0805
N -3.0636 -0.9465 -5.1139
C -3.3057 -1.1806 -6.4500
C -2.2632 -1.3858 -7.2772
C -0.9225 -1.3583 -6.7737
C -0.6810 -1.1294 -5.4605
C -1.7810 -0.9166 -4.5863
C 0.5931 1.1921 -0.4764
O 0.1973 2.2758 -0.8651
N 1.8993 0.8433 -0.4258
C 2.9145 1.6538 -1.0990
C 2.7744 1.5194 -2.6162
O 2.9839 0.1872 -3.0493
C 4.2815 1.2325 -0.5763
C 5.4449 2.0295 -1.1519
C 6.7644 1.6787 -0.4755
H -3.4684 -2.4558 3.3733
H -3.6125 -3.4911 1.9496
H -2.5199 -3.9405 3.2616
H 0.8514 -0.6682 1.5794
H 0.6467 -1.6928 0.1576
H -1.0293 0.7793 0.7589
H -2.3314 -0.0727 -0.8757
H -4.9982 -0.6698 -4.2252
H -4.3404 -1.1833 -6.7585
H -2.4517 -1.5683 -8.3248
H -0.0979 -1.5199 -7.4540
H 0.3171 -1.0972 -5.0510
H 2.0983 -0.1436 -0.3731
H 2.7196 2.6961 -0.8364
H 1.7862 1.8785 -2.9126
H 3.5183 2.1496 -3.1068
H 2.1369 -0.2706 -2.9456
H 4.2738 1.3348 0.5134
H 4.4327 0.1705 -0.7972
H 5.5281 1.8394 -2.2241
H 5.2457 3.1001 -1.0386
H 7.5943 2.2437 -0.9010
H 6.7263 1.8941 0.5943
H 6.9898 0.6167 -0.5916

=====

Referenced to the most stable arrangement, the calculated values in kcal/mol are run A 12.8; run B 0.0.

=====

Run A
15
Properties=species:S:1:pos:R:3 method="wB97M-V/def2-TZVPD" homo_lumo_gap_ev=5.47 multiplicity=1
C 0.9752 -0.8948 -3.4022
C 0.8431 -0.8074 -2.2193
C 0.5498 -0.3408 -0.9231
N 1.1156 0.7575 -0.4302
C 0.5623 0.8889 0.7983
N 0.8710 1.9032 1.6629
N -0.2825 -0.1065 1.0181
N -0.2906 -0.8979 -0.0482
H 1.0362 -0.9624 -4.4561
H 0.3794 2.7736 1.6423
H 1.6558 1.7909 2.2723
H -0.8632 -0.2771 1.8540
H -0.8568 -1.7294 -0.1888
O -3.1894 -1.1885 1.5112
H -2.5058 -0.9094 0.9090

=====

Run B
15
Properties=species:S:1:pos:R:3 method="wB97M-V/def2-TZVPD" homo_lumo_gap_ev=8.70 multiplicity=1
C 0.5052 -0.8106 0.0150
C -0.7029 -0.2202 -0.2014
C -2.1459 0.4070 -0.1298
C -0.3140 1.1858 -0.0016
H 0.0626 -2.9027 0.0857
H 1.9397 -2.3366 -0.4638
H -2.7651 0.5392 -1.1519
H -2.7665 0.1168 0.8256
H -1.8488 2.5076 0.6150
H 3.4627 0.2837 -0.1695
N 1.0099 -2.1313 0.1778
N -1.5757 1.7915 -0.1078
N 0.9136 1.4180 0.1093
N 1.5088 0.1946 -0.0987
O 2.7164 -0.0428 0.4961

=====

Referenced to the most stable arrangement, the calculated values in kcal/mol are run A 0.0; run B 13.0.

=====

Run A
29
Properties=species:S:1:pos:R:3 method="wB97M-V/def2-TZVPD" total_charge=+1 homo_lumo_gap_ev=8.56 multiplicity=1
C 3.3924 0.1392 1.3870
C 1.9993 0.3084 1.2615
C 4.0091 0.0037 0.1627
C 1.5416 0.0746 -0.0175
C -0.5258 2.1173 0.4410
C -1.3992 1.4673 -1.8008
C -1.0061 -2.5217 -0.5605
C -2.2127 -0.9678 0.9049
C 0.3262 0.3138 -0.7345
N -0.6016 1.2519 -0.6890
N -0.9338 -1.4623 0.4489
S 2.9112 -0.3286 -1.0896
H 3.9669 0.1837 2.3346
H 1.3422 0.7071 2.0698
H 5.0803 -0.1805 -0.0395
H -1.4189 2.9351 0.3659
H -0.8178 1.5537 1.2693
H 0.4631 2.6905 0.4918
H -1.1940 2.3990 -2.2550
H -1.3096 0.6614 -2.4992
H -2.5189 1.6175 -1.5087
H -1.3851 -3.6038 -0.2446
H -1.6966 -2.1802 -1.3819
H -0.0127 -2.7316 -1.0383
H -2.8770 -1.5424 1.5604
H -1.8985 -0.0363 1.5343
H -2.8881 -0.7370 0.0192
H 0.1042 -0.3267 -1.5764
H -0.4401 -1.8053 1.1841

=====

Run B
29
Properties=species:S:1:pos:R:3 method="wB97M-V/def2-TZVPD" total_charge=+1 homo_lumo_gap_ev=7.41 multiplicity=1
C 1.7384 -1.9811 -0.5076
C 0.8377 -0.9916 -1.1878
C 1.3773 -2.2228 0.6970
C 0.0701 -0.1677 -0.1365
C 3.3217 0.7662 -0.1949
C 0.9673 1.1505 0.1443
C -2.4437 0.3725 1.5283
C -3.6945 0.5412 -0.5774
C -1.3227 0.0119 -0.5865
N 2.2229 1.1732 0.6931
N -2.4247 0.3388 0.0469
S 0.0676 -1.2341 1.3620
H 2.1716 -2.7161 -1.1322
H 0.1496 -1.4745 -1.8702
H 1.8890 -2.7827 1.4955
H 2.9348 1.2003 -1.1759
H 4.1894 1.3378 -0.1347
H 3.4236 -0.2742 -0.1291
H 1.4725 -0.2771 -1.7351
H 0.3661 1.6760 0.8636
H 0.9100 1.6027 -0.7824
H -2.8898 -0.5490 1.8890
H -1.4273 0.3136 1.7921
H -2.9124 1.2871 1.9241
H -4.4668 0.0967 -0.0006
H -3.8972 1.5841 -0.6334
H -3.8288 0.1913 -1.6426
H -1.2797 0.0784 -1.6219
H 2.4782 0.9488 1.6129

=====

Referenced to the most stable arrangement, the calculated values in kcal/mol are run A 0.0; run B 17.6.